# 1
Entry from the Open Molecules 2025 dataset: a 2-piece molecular cluster, H2INO2S overall (ωB97M-V with the def2-TZVPD basis set).

For the gap between HOMO and LUMO (alpha / beta), the calculation gives 8.748 / 5.900 eV. The calculation puts the highest occupied orbital energy (alpha / beta) at -10.763 / -9.664 eV. The LUMO energy (alpha / beta) is -2.0 / -3.8 eV. As for the total charge: 0. The relative energy (zero: lowest compared OMol25 entry of this formula, charge and spin) is 179.7 kJ/mol.

Cartesian coordinates (Å):
N  -0.3716  0.6914  -0.1558
O  0.5544  0.4862  2.2051
O  2.0893  -0.1160  0.2479
S  0.7194  -0.0771  0.8405
I  -1.3265  -2.6799  -2.1037
H  -0.4885  0.4819  -1.1851
H  -1.1765  1.2135  0.1512

# 2
Entry from the Open Molecules 2025 dataset: C38H31Cl2FN5O8Rb as an isolated structure (ωB97M-V with the def2-TZVPD basis set).

For the gap between HOMO and LUMO, the calculation gives 5.117 eV. The calculation puts the highest occupied orbital energy at -2.078 eV. The LUMO energy is 3.0 eV. As for the total charge: -2. The relative energy (zero: lowest compared OMol25 entry of this formula, charge and spin) is 40.1 kJ/mol.

Cartesian coordinates (Å):
Rb  -0.5360  0.4217  0.6126
Cl  4.9383  -2.9380  5.9549
C  3.5034  -2.5576  4.9273
C  2.4178  -3.4835  4.7557
C  1.3775  -3.2088  3.9172
Cl  -0.0897  -4.2128  3.8642
C  1.3614  -1.9925  3.0552
O  0.3733  -1.7117  2.3673
C  2.5311  -1.1280  3.1838
C  2.7271  0.0476  2.2905
O  2.1575  0.3013  1.2486
C  3.4771  -1.3743  4.1604
H  2.4506  -4.4172  5.3125
H  3.5273  0.7446  2.6255
H  4.4233  -0.8154  4.2028
C  -2.3772  0.6877  -4.9152
C  -2.1358  -0.4718  -3.9481
C  -2.5655  -0.2196  -2.5127
C  -0.7695  -1.0723  -4.1278
C  -0.7839  -2.1958  -4.9117
C  0.3510  -2.9322  -5.1645
C  1.5246  -2.5623  -4.4474
C  1.5279  -1.4880  -3.5714
C  2.8488  -1.2395  -2.7917
C  3.6361  0.1434  -2.8953
C  2.6487  -1.7248  -1.2998
C  0.3615  -0.7058  -3.4007
N  0.2911  0.3485  -2.5353
C  0.4963  1.5276  -3.1355
C  1.0414  1.7938  -4.4107
C  1.3783  3.0741  -4.7542
C  1.1312  4.2296  -3.9817
C  0.4667  3.9576  -2.7700
C  0.1373  2.6855  -2.3998
F  -0.5536  2.4100  -1.2474
H  -3.4321  0.8949  -5.1593
H  -1.9060  0.5379  -5.8431
H  -1.8367  1.5478  -4.5224
H  -2.8043  -1.2835  -4.2739
H  -2.0895  0.6088  -1.9879
H  -2.3026  -1.0923  -1.8909
H  -3.6320  -0.1165  -2.5606
H  -1.7262  -2.3778  -5.4397
H  0.2232  -3.8471  -5.8231
H  2.3497  -3.1900  -4.6818
H  3.5765  -1.9833  -3.2338
H  3.0190  1.0186  -2.5492
H  3.9525  0.2763  -3.9459
H  4.5702  0.0717  -2.3542
H  1.9280  -1.0327  -0.8883
H  3.5449  -1.5866  -0.6890
H  2.2611  -2.7476  -1.2945
H  1.1642  1.0385  -5.1700
H  1.9628  3.1528  -5.6587
H  1.4647  5.1608  -4.3876
H  0.1378  4.7199  -2.0801
O  -2.3553  1.7197  2.6544
C  -1.2622  2.1791  3.1454
O  -0.0994  2.1960  2.6988
C  -1.4625  2.9796  4.5218
C  -0.3704  3.4671  5.2136
C  -0.5410  4.1539  6.4312
C  -1.7883  4.3741  6.9319
C  -2.9094  3.8879  6.2301
C  -2.7501  3.1170  5.0690
N  -4.2823  4.1520  6.7730
O  -4.3731  4.6694  7.8626
O  -5.1468  3.8652  6.0029
N  0.6150  4.5551  7.3402
O  1.7302  4.1828  6.9783
O  0.4382  5.2794  8.2600
H  0.6624  3.2013  4.9077
H  -1.8355  4.8361  7.9097
H  -3.5275  2.7305  4.4772
N  -2.9827  -4.5586  -4.2809
C  -2.5698  -4.4208  -3.2187
C  -2.1769  -4.1816  -1.8400
C  -1.1618  -3.3229  -1.5815
C  -1.1137  -2.8748  -0.2372
C  -2.0521  -3.3183  0.6959
N  -2.8581  -4.3332  0.4732
C  -2.9122  -4.7388  -0.7960
H  -0.5139  -2.9568  -2.3393
H  -0.3973  -2.2049  0.1707
H  -2.0667  -2.8596  1.6920
H  -3.6567  -5.4675  -0.9691

# 3
Entry from the Open Molecules 2025 dataset: C4H64NNbO25P as an isolated structure (ωB97M-V with the def2-TZVPD basis set).

For the gap between HOMO and LUMO, the calculation gives 5.798 eV. The calculation puts the highest occupied orbital energy at -3.989 eV. The LUMO energy is 1.8 eV. As for the total charge: -1.

Cartesian coordinates (Å):
C  -1.4337  1.7633  1.3977
C  -0.6485  0.7624  0.4749
C  -0.4835  1.3317  -0.9856
C  -1.3346  -0.6521  0.3870
Nb  0.1930  -2.2694  0.9779
P  0.3949  -3.1157  -1.4256
N  2.0225  -2.6408  -1.9773
O  -0.6343  -2.3059  -2.5259
H  -1.7272  1.2992  2.3593
H  -2.3482  2.1442  0.8967
H  -0.7261  2.5932  1.6409
H  0.3516  0.6704  0.9324
H  0.5935  1.2621  -1.2374
H  -1.0097  0.7136  -1.7464
H  -0.8725  2.3634  -1.1072
H  -1.7950  -0.8740  -0.5978
H  -2.1571  -0.7317  1.1424
H  -1.1908  -3.4480  1.3117
H  1.3801  -3.5237  1.6183
H  1.6350  -1.1588  0.6352
H  0.0785  -1.6229  2.6987
H  1.9883  -1.6210  -1.9674
H  2.6618  -2.9365  -1.2444
H  -1.5715  -2.4610  -2.3290
O  -0.1091  4.6983  1.1242
H  0.5699  4.5953  0.4479
H  -0.7295  5.3218  0.7373
O  2.7223  2.4610  -2.3254
H  2.9027  1.5478  -2.5613
H  2.3171  2.8271  -3.1190
O  0.8250  0.7814  3.3671
H  0.4130  0.3344  4.1181
H  0.4319  1.6599  3.3712
O  -0.0380  -0.7255  5.8542
H  0.4384  -0.5626  6.6754
H  -0.2067  -1.6728  5.8635
O  0.7122  1.9940  -4.5221
H  0.5386  1.6744  -5.4181
H  -0.1538  1.9958  -4.1030
O  0.6014  2.5346  -7.3690
H  1.4287  3.0258  -7.3895
H  0.1883  2.7406  -8.2116
O  4.5130  -0.7252  2.0678
H  4.3295  -1.0432  1.1767
H  3.6431  -0.6980  2.4843
O  -3.6931  -2.3886  -1.9820
H  -3.8880  -1.6148  -1.4418
H  -4.5572  -2.7054  -2.2667
O  -0.7600  2.0159  6.8570
H  0.0328  2.5433  7.0091
H  -0.4544  1.2894  6.2986
O  2.9994  3.1521  3.2028
H  3.1456  2.2287  2.9638
H  2.6085  3.5379  2.4121
O  4.9544  5.3646  2.3719
H  5.1540  5.8469  3.1777
H  4.6899  4.4872  2.6840
O  5.2929  -2.2507  4.8405
H  5.4458  -3.1687  4.6041
H  4.9035  -1.8671  4.0443
O  -3.7968  -5.3430  -0.6017
H  -3.3485  -4.7210  -1.1867
H  -4.4948  -5.7102  -1.1474
O  0.3969  5.2275  -7.5494
H  0.0008  4.7678  -6.7998
H  -0.0203  6.0938  -7.5465
O  0.1026  -1.3024  -5.0573
H  0.9703  -0.8871  -5.0792
H  0.0191  -1.6243  -4.1429
O  6.2917  1.3952  1.1043
H  6.4882  1.8826  1.9078
H  6.0220  0.5209  1.4197
O  -3.4004  0.6827  5.6420
H  -4.0328  1.2715  5.2224
H  -2.8002  1.2775  6.1094
O  -0.2701  4.9446  6.9986
H  -0.4599  5.7309  7.5162
H  -1.1383  4.6343  6.7173
O  -2.2905  -3.2254  -5.7247
H  -1.5162  -2.6739  -5.5594
H  -1.9537  -3.9329  -6.2833
O  -4.7506  -7.9668  1.0604
H  -4.3016  -7.3437  0.4729
H  -5.4503  -8.3395  0.5177
O  -0.4958  -5.6566  -5.4231
H  -0.3218  -5.1529  -4.6186
H  -0.7221  -6.5342  -5.1053
O  1.9970  -2.7837  -6.9617
H  1.8193  -3.1036  -7.8496
H  1.1291  -2.7644  -6.5364
O  -6.3901  -4.3620  -1.0474
H  -6.1778  -3.8855  -0.2381
H  -6.6559  -5.2324  -0.7393
O  -1.9312  6.2937  4.9735
H  -1.0788  5.9836  4.6463
H  -2.1252  7.0648  4.4345

Number 1: total energy -902.22242 Eh. Number 2: total energy -3386.61370 Eh. Number 3: total energy -2524.64094 Eh.